ORCA calculation (ωB97M-V with the def2-TZVPD basis set) on a cluster of 5 separate species, C15H34NO6P in total.

Each atom is followed by the atoms it is bonded to, with distances in Å.
Positions of all 57 atoms, in Å:
1 H -2.0873 0.7321 -7.6289  C31 1.093
2 H 7.5755 -4.0260 4.5419  C42 1.092
3 H -5.0343 0.6072 0.7431  C55 1.091
4 O -4.8569 -1.5835 2.2962  H19 0.963, C41 1.424
5 H -0.6288 2.9033 -1.4062  O53 0.966
6 H -1.5416 -0.7129 -1.1719  C9 1.094
7 O 0.1452 0.4265 -0.8789  C9 1.432, O23 1.427
8 H 4.4070 -1.0694 1.8357  C17 1.075
9 C -0.4547 -0.8395 -1.1752  H6 1.094, O7 1.432, H20 1.084, P36 1.865
10 H -4.5754 1.7719 1.9996  C55 1.091
11 H -2.5676 2.3005 -2.5419  C18 1.093
12 H 6.2669 -1.2863 4.1298  C44 1.089
13 H 1.1508 0.9607 3.7450  C16 1.077
14 H 0.3186 1.5503 -2.3704  O23 0.974
15 H -3.4176 0.5523 1.4392  C55 1.093
16 C 1.5024 0.2609 3.0051  H13 1.077, C32 1.393, C40 1.387
17 C 3.3538 -0.8710 1.9211  H8 1.075, C24 1.391, C32 1.388
18 C -2.0741 3.2671 -2.6718  H11 1.093, C22 1.516, H30 1.085, O53 1.435
19 H -3.9268 -1.7522 2.1134  O4 0.963
20 H -0.1428 -1.1230 -2.1737  C9 1.084
21 H -4.4027 -0.0957 3.6578  C41 1.096
22 C -2.7421 4.3306 -1.8229  C18 1.516, H49 1.090, H54 1.093, H56 1.091
23 O 0.9013 0.8577 -2.0101  O7 1.427, H14 0.974
24 C 2.4602 -1.5347 1.0870  C17 1.391, H29 1.078, C46 1.395
25 H 8.0567 -2.5370 5.3689  C42 1.091
26 H -1.2543 -2.7521 1.7986  N39 1.015
27 O 5.6369 -2.8597 3.0271  C44 1.425, H50 0.962
28 H -0.4433 -0.2144 2.2396  C40 1.081
29 H 2.8053 -2.2462 0.3543  C24 1.078
30 H -2.1216 3.5267 -3.7246  C18 1.085
31 C -1.3591 0.8186 -6.8188  H1 1.093, H35 1.091, C45 1.517, H52 1.090
32 C 2.8678 0.0207 2.8668  C16 1.393, C17 1.388, H43 1.081
33 H 5.5710 -2.6058 5.0775  C44 1.095
34 H -6.0182 -0.0586 2.9412  C41 1.089
35 H -0.6041 0.0428 -6.9516  C31 1.091
36 P 0.0350 -2.1793 0.0265  C9 1.865, N39 1.752, C46 1.812
37 H -3.6762 1.6382 -5.9555  O51 0.962
38 H 8.2629 -2.6958 3.6152  C42 1.090
39 N -1.4787 -2.3562 0.8914  H26 1.015, P36 1.752, H47 1.012
40 C 0.6198 -0.3931 2.1575  C16 1.387, H28 1.081, C46 1.394
41 C -4.9644 -0.2307 2.7268  O4 1.424, H21 1.096, H34 1.089, C55 1.518
42 C 7.6129 -2.9375 4.4564  H2 1.092, H25 1.091, H38 1.090, C44 1.517
43 H 3.5746 0.5331 3.5045  C32 1.081
44 C 6.2237 -2.3701 4.2304  H12 1.089, O27 1.425, H33 1.095, C42 1.517
45 C -2.0406 0.6906 -5.4697  C31 1.517, H48 1.095, O51 1.427, H57 1.090
46 C 1.0915 -1.2860 1.1959  C24 1.395, P36 1.812, C40 1.394
47 H -2.0032 -3.0520 0.3775  N39 1.012
48 H -2.5175 -0.2904 -5.3723  C45 1.095
49 H -3.7943 4.4353 -2.0896  C22 1.090
50 H 5.5735 -3.8168 3.0971  O27 0.962
51 O -3.0123 1.7150 -5.2638  H37 0.962, C45 1.427
52 H -0.8792 1.7933 -6.9098  C31 1.090
53 O -0.6832 3.1383 -2.3417  H5 0.966, C18 1.435
54 H -2.6793 4.0773 -0.7615  C22 1.093
55 C -4.4701 0.7376 1.6671  H3 1.091, H10 1.091, H15 1.093, C41 1.518
56 H -2.2476 5.2928 -1.9601  C22 1.091
57 H -1.3133 0.7942 -4.6646  C45 1.090

Calculated values
charge	0
max |F|	0.01408	hartree/bohr
frontier orbital gap	8.788	eV